[1]
{"formula": "C40H33AsClIN6ORuS2", "method": "the ωB97M-V functional and the def2-TZVPD basis", "relative_energy_kcal_mol": 16.7, "multiplicity": 2, "largest_force_ev_per_a": 4.63, "charge": 1, "e_homo_ev": [-9.37, -9.32], "lumo_energy_ev": [-4.8, -4.7], "elements": ["Ru", "Cl", "C", "C", "C", "I", "C", "O", "C", "N", "C", "C", "C", "C", "H", "H", "H", "H", "S", "C", "C", "C", "C", "C", "C", "As", "C", "C", "C", "C", "C", "C", "C", "C", "C", "C", "C", "C", "H", "H", "H", "H", "H", "H", "H", "H", "H", "H", "H", "H", "H", "H", "C", "C", "C", "C", "C", "C", "N", "N", "C", "C", "C", "C", "C", "N", "H", "H", "H", "H", "H", "H", "H", "H", "H", "C", "N", "C", "N", "S", "H", "H", "H", "H", "H", "H"], "xyz": [[-0.513610, 0.680191, -0.223651], [-2.638810, 4.561391, 5.283349], [-2.367210, 3.335091, 4.106049], [-3.076710, 2.154791, 4.179849], [-2.882410, 1.164691, 3.226949], [-3.848110, -0.682909, 3.351749], [-1.996210, 1.317391, 2.150049], [-1.869810, 0.424091, 1.242049], [-1.213010, 2.522491, 2.127449], [-0.293610, 2.623491, 1.154049], [0.453090, 3.697891, 1.065049], [0.325590, 4.765491, 1.958249], [-0.598010, 4.690291, 2.969149], [-1.400710, 3.541591, 3.092049], [-3.782010, 2.006291, 4.985849], [1.180990, 3.712191, 0.263749], [0.952690, 5.631791, 1.838849], [-0.716910, 5.492991, 3.679349], [-2.100410, -0.110809, -1.732451], [-1.970810, -1.813809, -2.112651], [-3.086110, -2.368909, -2.745751], [-3.093710, -3.701509, -3.097151], [-1.983010, -4.491109, -2.833551], [-0.873710, -3.939209, -2.216451], [-0.847910, -2.603409, -1.835451], [0.674290, -1.881609, -0.834651], [0.344190, -2.731309, 0.881849], [1.412190, -2.966009, 1.746549], [1.183990, -3.481809, 3.010149], [-0.112010, -3.748409, 3.424849], [-1.180310, -3.495109, 2.581649], [-0.952410, -2.987709, 1.314049], [2.113590, -3.063809, -1.532251], [2.366290, -4.316009, -0.980751], [3.363090, -5.123809, -1.499551], [4.117390, -4.693209, -2.579451], [3.871790, -3.449009, -3.136051], [2.884090, -2.631709, -2.608851], [-3.943310, -1.740909, -2.943451], [-3.965010, -4.125709, -3.572151], [-1.986110, -5.536609, -3.101051], [-0.007310, -4.558409, -2.019051], [2.425290, -2.731709, 1.425349], [2.016590, -3.669609, 3.674349], [-0.288710, -4.151209, 4.410149], [-2.188010, -3.694909, 2.917449], [-1.790310, -2.777009, 0.658549], [1.778190, -4.667709, -0.141251], [3.546590, -6.090809, -1.055051], [4.897790, -5.324109, -2.978551], [4.455590, -3.113309, -3.981551], [2.707290, -1.649509, -3.038851], [1.766690, -0.026709, 5.095849], [0.626290, -0.474709, 4.445049], [0.481890, -0.296509, 3.086949], [1.483490, 0.347291, 2.343449], [2.635090, 0.804691, 3.012749], [2.764190, 0.610491, 4.368149], [1.341390, 0.495091, 0.994749], [2.364890, 0.938991, 0.313149], [2.203790, 1.267791, -0.958951], [3.313890, 1.722391, -1.714251], [3.148090, 2.073691, -3.023551], [1.876890, 1.959791, -3.604851], [0.830990, 1.515991, -2.829451], [0.960890, 1.190591, -1.542151], [1.879590, -0.166409, 6.160649], [-0.141510, -0.991409, 4.999049], [-0.387510, -0.686909, 2.579549], [3.397090, 1.300891, 2.431749], [3.659490, 0.947891, 4.867249], [4.269690, 1.781291, -1.224751], [3.982390, 2.432891, -3.605451], [1.719690, 2.205091, -4.640551], [-0.166610, 1.407091, -3.241551], [-3.354310, 5.168991, -4.429751], [-2.538210, 4.775191, -3.302451], [-2.572510, 3.599491, -2.672151], [-3.429910, 2.649991, -3.043751], [-1.492410, 3.356791, -1.396151], [-2.933010, 6.070891, -4.867451], [-4.384510, 5.378491, -4.129151], [-3.353610, 4.388791, -5.192851], [-1.890310, 5.452991, -2.931451], [-4.159010, 2.821791, -3.714351], [-3.407210, 1.767891, -2.552451]], "forces_ev_per_a": [[1.787, 0.019, 0.189], [-0.056, 0.256, 0.262], [-0.089, -0.478, -0.131], [0.281, 0.688, 0.155], [0.443, -0.540, -0.800], [-0.059, 0.222, 0.102], [-0.464, 0.776, 1.078], [-0.093, -1.170, -0.494], [-0.717, -0.173, 0.608], [-0.242, -0.668, -0.742], [0.120, -0.227, -0.153], [-0.114, 0.041, 0.218], [0.180, -0.026, -0.213], [-0.201, -0.223, 0.056], [-0.005, 0.011, -0.007], [0.017, 0.105, -0.057], [0.103, 0.128, -0.002], [0.012, 0.104, 0.038], [-0.201, 0.840, -0.351], [0.438, 0.018, 0.492], [0.042, -0.069, 0.058], [0.089, 0.068, 0.000], [0.128, -0.086, 0.044], [0.160, -0.235, -0.029], [-0.193, 0.256, -0.091], [-1.655, -1.024, 0.029], [0.165, 0.044, 0.218], [0.103, 0.129, -0.201], [0.083, -0.081, 0.017], [0.064, -0.047, 0.047], [0.027, -0.063, 0.083], [-0.117, 0.135, -0.402], [0.264, 0.742, 0.022], [-0.405, 0.101, 0.346], [0.021, 0.003, -0.093], [-0.014, -0.009, 0.050], [0.036, 0.034, -0.089], [-0.218, 0.270, 0.055], [-0.048, 0.014, 0.018], [-0.070, -0.044, -0.060], [0.033, -0.083, -0.025], [-0.069, -0.077, -0.032], [-0.068, -0.089, 0.098], [0.031, 0.004, 0.021], [-0.016, -0.048, 0.118], [-0.042, 0.020, -0.054], [-0.016, -0.017, 0.035], [0.060, -0.007, -0.047], [0.003, -0.068, 0.016], [0.040, -0.029, -0.049], [0.016, 0.050, -0.021], [0.036, -0.073, -0.023], [-0.210, -0.009, -0.201], [0.122, 0.042, 0.295], [-0.070, 0.101, -0.617], [0.690, -0.413, 1.802], [-0.128, -0.079, -0.289], [0.279, 0.103, -0.008], [1.089, 2.001, -3.533], [-0.656, -1.403, 4.362], [-0.942, 0.695, -3.407], [-0.553, -0.468, 1.175], [-0.686, 0.061, -0.736], [0.895, 0.007, 0.365], [-0.583, -0.099, -0.095], [1.126, -0.003, 0.275], [0.005, -0.029, 0.066], [-0.144, -0.015, 0.010], [-0.097, 0.011, -0.043], [0.095, 0.047, 0.101], [0.059, 0.092, 0.055], [0.157, -0.002, 0.130], [0.092, 0.010, -0.040], [-0.091, 0.050, -0.128], [0.067, -0.003, 0.135], [-0.247, -0.109, -0.043], [-0.049, 0.219, -0.210], [0.191, -0.046, 0.168], [-0.161, 0.295, -0.249], [0.209, -0.183, 0.448], [-0.028, -0.047, 0.014], [0.015, -0.003, -0.049], [-0.005, 0.032, -0.041], [-0.036, -0.220, 0.066], [-0.004, -0.031, -0.042], [-0.012, -0.025, -0.038]], "mulliken_spin": [0.875, 0.000, -0.006, 0.005, -0.016, 0.000, -0.001, 0.036, -0.003, 0.034, -0.002, 0.009, -0.009, 0.006, 0.000, -0.002, 0.000, -0.001, 0.065, -0.004, -0.004, -0.004, 0.008, -0.014, -0.006, -0.022, -0.012, 0.004, 0.002, -0.004, 0.000, 0.005, -0.032, 0.003, -0.001, -0.002, -0.002, -0.005, -0.002, 0.000, 0.000, 0.000, 0.001, 0.000, 0.000, 0.000, -0.003, -0.001, 0.000, 0.000, 0.000, 0.000, -0.003, -0.013, 0.011, 0.027, -0.005, 0.001, -0.002, -0.008, 0.005, 0.009, 0.000, 0.003, 0.003, -0.054, 0.000, 0.000, 0.014, 0.000, 0.000, 0.000, 0.000, 0.000, 0.001, 0.002, 0.001, -0.002, 0.001, 0.096, 0.000, 0.000, 0.000, 0.001, -0.001, 0.014]}

[2]
{"formula": "C26H26N4O4RuS2", "method": "the ωB97M-V functional and the def2-TZVPD basis", "relative_energy_kcal_mol": 80.5, "multiplicity": 2, "largest_force_ev_per_a": 1.91, "charge": -1, "e_homo_ev": [-4.57, -4.57], "lumo_energy_ev": [1.9, 2.6], "elements": ["Ru", "O", "C", "C", "C", "C", "C", "C", "C", "N", "C", "C", "N", "C", "C", "C", "C", "C", "C", "C", "O", "H", "H", "H", "H", "H", "H", "H", "H", "H", "H", "H", "H", "H", "H", "O", "C", "O", "C", "C", "C", "C", "C", "C", "S", "H", "H", "H", "H", "C", "N", "C", "S", "N", "C", "H", "H", "H", "H", "H", "H", "H", "H"], "xyz": [[0.629019, 0.099259, 0.570494], [1.499914, -0.823574, -1.283439], [2.628432, -1.330488, -1.616068], [2.902264, -1.592751, -2.993624], [4.089101, -2.136523, -3.413668], [5.108792, -2.441845, -2.497549], [4.883007, -2.194956, -1.165581], [3.666206, -1.668745, -0.699525], [3.499779, -1.524323, 0.717583], [2.433128, -1.222722, 1.351977], [2.493492, -1.314809, 2.803352], [1.737138, -0.172861, 3.436848], [0.399429, -0.153983, 2.878702], [-0.557356, 0.297269, 3.596694], [-1.937834, 0.316765, 3.209429], [-2.908856, 0.480887, 4.210472], [-4.249015, 0.327943, 3.950723], [-4.647870, 0.015431, 2.639096], [-3.727907, -0.082764, 1.626739], [-2.332204, 0.087977, 1.860267], [-1.530813, 0.043228, 0.860311], [2.117112, -1.357808, -3.702609], [4.246295, -2.331033, -4.469492], [6.045965, -2.869809, -2.830321], [5.652374, -2.422233, -0.433102], [4.398291, -1.753623, 1.303783], [3.526625, -1.318487, 3.164623], [2.020739, -2.258078, 3.095107], [2.230057, 0.769351, 3.191674], [1.726470, -0.283135, 4.526028], [-0.340669, 0.639988, 4.613322], [-2.568716, 0.700006, 5.219049], [-4.980843, 0.428785, 4.742522], [-5.699274, -0.141913, 2.424243], [-4.021303, -0.311806, 0.608388], [0.848837, 3.326516, 3.279889], [0.648979, 2.758109, 2.204003], [1.491109, 1.979844, 1.620190], [-0.674524, 2.999509, 1.499123], [-1.757070, 3.452837, 2.241513], [-2.990969, 3.676122, 1.651977], [-3.143431, 3.462538, 0.286823], [-2.069095, 3.024160, -0.469619], [-0.832912, 2.763863, 0.128525], [0.496274, 2.181746, -0.867953], [-1.603350, 3.633643, 3.298909], [-3.829304, 4.012537, 2.250794], [-4.100789, 3.637153, -0.191664], [-2.177092, 2.851627, -1.534144], [-0.193596, 0.439667, -4.163882], [-0.960379, -0.241206, -3.127064], [-0.991412, -1.565106, -2.886132], [-1.323874, -2.181864, -1.348013], [-0.870589, -2.466724, -3.893279], [-0.664815, -2.280441, -5.315702], [-0.416659, 1.499128, -4.091116], [-0.452626, 0.099601, -5.161551], [0.882053, 0.322582, -4.000842], [-0.954119, 0.280190, -2.260616], [-0.945754, -3.406984, -3.554661], [-1.461773, -1.682918, -5.764609], [-0.678300, -3.262057, -5.784668], [0.294235, -1.812662, -5.542659]], "forces_ev_per_a": [[0.861, 0.350, 0.883], [-0.460, 0.623, 0.181], [-0.141, 0.086, 0.219], [-0.094, -0.074, -0.082], [-0.055, 0.055, 0.118], [0.107, -0.050, 0.032], [-0.028, 0.014, 0.005], [-0.037, 0.214, -0.106], [0.084, -0.183, -0.127], [-0.301, 0.882, -0.123], [-0.161, -0.056, 0.187], [0.217, 0.128, 0.093], [0.212, 0.316, -0.803], [-0.212, -0.209, 0.009], [-0.082, 0.051, -0.111], [0.042, -0.063, 0.016], [-0.054, 0.050, 0.095], [0.191, 0.070, -0.028], [-0.070, -0.115, -0.120], [0.285, 0.111, 0.046], [0.602, 0.319, -0.766], [0.039, -0.044, 0.034], [-0.030, 0.027, 0.013], [-0.026, 0.035, -0.003], [-0.010, -0.014, -0.019], [-0.044, -0.144, 0.030], [0.058, -0.054, -0.043], [0.023, -0.046, -0.019], [-0.045, 0.034, 0.002], [-0.110, -0.054, 0.020], [0.045, -0.141, 0.050], [-0.023, -0.011, -0.019], [0.016, 0.010, -0.026], [0.012, 0.029, -0.029], [0.004, 0.034, 0.044], [0.042, -0.163, -0.056], [0.066, 0.122, -0.070], [-0.311, -0.575, 0.209], [0.062, -0.099, -0.057], [-0.011, 0.112, 0.061], [-0.007, 0.010, -0.035], [0.035, 0.059, 0.009], [0.035, -0.035, 0.082], [-0.095, 0.462, -0.126], [-0.562, -1.815, 0.212], [0.007, -0.040, -0.037], [0.021, -0.029, -0.006], [0.012, -0.019, 0.024], [-0.017, -0.026, 0.043], [0.112, -0.057, 0.096], [0.237, 0.124, -0.133], [-0.490, -0.614, 0.282], [-0.053, 0.046, -0.283], [0.329, 0.183, -0.265], [-0.095, 0.034, 0.088], [-0.040, 0.078, 0.040], [-0.031, 0.135, 0.067], [-0.045, 0.018, -0.044], [-0.040, 0.102, 0.203], [0.025, -0.089, 0.080], [0.002, -0.022, -0.019], [-0.016, -0.020, 0.019], [0.013, -0.065, -0.035]], "nbo_charge": [1.224, -0.724, 0.418, -0.289, -0.176, -0.318, -0.149, -0.196, 0.167, -0.480, -0.227, -0.265, -0.480, 0.204, -0.270, -0.135, -0.315, -0.193, -0.244, 0.422, -0.700, 0.199, 0.199, 0.201, 0.194, 0.151, 0.180, 0.194, 0.260, 0.183, 0.174, 0.196, 0.199, 0.198, 0.217, -0.692, 0.771, -0.749, -0.187, -0.162, -0.239, -0.223, -0.177, -0.160, -0.054, 0.230, 0.203, 0.200, 0.201, -0.417, -0.617, 0.339, -0.301, -0.619, -0.412, 0.221, 0.186, 0.199, 0.436, 0.416, 0.189, 0.206, 0.192]}